# 1
H3NOP2 in the gas phase. Source: OMol25; level of theory: ωB97M-V/def2-TZVPD.

Geometry (Å):
O: 2.47546 -0.13622 -0.05260
N: 1.45043 0.32643 -0.47717
P: 0.12168 -0.55529 -0.91185
P: -1.44781 0.84269 -0.07854
H: 0.24030 -1.78354 -0.23187
H: -2.18719 -0.00479 0.79649
H: -0.65286 1.31073 0.95555

E_LUMO: -0.5728 eV
HOMO: -8.771 eV
ΔE to the lowest compared entry with this formula, charge and spin: 46.8 kJ/mol
SMILES: O=N[PH]#[PH2]
energy: -22159.9927 eV



# 2
A molecular structure, C52H49BrN2OP2Sn. Source: OMol25; level of theory: ωB97M-V/def2-TZVPD.

Geometry (Å):
Sn: 0.41562 0.30194 -0.41301
N: 2.97487 0.84050 1.76310
C: 2.46299 1.46147 2.88147
C: 3.22239 1.61813 4.02103
C: 2.71536 2.23758 5.17502
C: 1.43538 2.70952 5.20410
C: 0.60794 2.53518 4.07110
C: -0.73096 2.99124 4.06191
C: -1.52519 2.74110 2.98707
C: -0.97764 2.02560 1.90650
N: 0.27360 1.63445 1.84286
C: 1.09472 1.88393 2.91225
H: 2.70582 1.21760 0.86271
H: 3.96729 0.66849 1.79825
H: 4.24832 1.26783 4.00688
H: 3.35996 2.35965 6.03646
H: 1.03660 3.20999 6.07737
H: -1.10592 3.53402 4.92182
H: -2.55582 3.06537 2.94369
H: -1.61220 1.76558 1.06528
C: -4.92097 -5.61310 0.02449
C: -3.41910 -5.96802 0.03010
C: -3.26474 -7.48210 0.17866
C: -2.77560 -5.20986 1.20178
C: -2.77404 -5.67449 2.51199
C: -2.29583 -4.89096 3.56041
C: -1.82124 -3.60988 3.30901
C: -1.79798 -3.11428 2.01195
P: -1.20895 -1.41096 1.54825
C: 0.41230 -1.34435 2.39421
C: 0.86774 -0.22300 3.08492
C: 2.15349 -0.18849 3.61012
C: 3.01309 -1.25921 3.42264
C: 2.58366 -2.36597 2.69858
C: 1.29635 -2.40656 2.18885
C: -2.35549 -0.45168 2.62141
C: -3.54410 -0.06936 1.99610
C: -4.53119 0.61463 2.69134
C: -4.33251 0.94876 4.02394
C: -3.15523 0.57453 4.65726
C: -2.17929 -0.13119 3.96597
C: -2.26492 -3.93425 0.99052
O: -2.19972 -3.39417 -0.24850
C: -2.29128 -4.19086 -1.34678
C: -1.84217 -3.60729 -2.50586
C: -1.92777 -4.32541 -3.69036
C: -2.42754 -5.62247 -3.67973
C: -2.86723 -6.18410 -2.47779
C: -2.81774 -5.46737 -1.28533
P: -1.17688 -1.89540 -2.38089
C: -2.28183 -1.03474 -3.56555
C: -1.84858 -0.04746 -4.44896
C: -2.76317 0.69697 -5.18403
C: -4.12371 0.48459 -5.03024
C: -4.56916 -0.48619 -4.14126
C: -3.65732 -1.23238 -3.41333
C: 0.42439 -2.14397 -3.24337
C: 1.48622 -2.47329 -2.39798
C: 2.76634 -2.65663 -2.89918
C: 3.00270 -2.51113 -4.25762
C: 1.95044 -2.21465 -5.11263
C: 0.66857 -2.03661 -4.61186
H: -5.39076 -5.94231 0.95389
H: -5.42160 -6.09595 -0.81752
H: -5.06042 -4.53412 -0.06551
H: -3.72471 -7.82954 1.10313
H: -2.21224 -7.76957 0.18306
H: -3.76637 -8.00632 -0.63424
H: -3.16777 -6.65736 2.73468
H: -2.31727 -5.27591 4.57141
H: -1.47062 -2.98834 4.12488
H: 0.22644 0.64451 3.20046
H: 2.48328 0.68737 4.15582
H: 4.01850 -1.22843 3.82341
H: 3.25663 -3.19788 2.53147
H: 0.97046 -3.27292 1.62304
H: -3.69403 -0.32147 0.95065
H: -5.45105 0.89311 2.19249
H: -5.09198 1.49561 4.56819
H: -2.99922 0.82240 5.69998
H: -1.28142 -0.43902 4.48804
H: -1.58813 -3.87844 -4.61742
H: -2.48251 -6.19509 -4.59604
H: -3.27430 -7.18676 -2.48759
H: -0.79172 0.15719 -4.56143
H: -2.40854 1.46428 -5.86108
H: -4.83308 1.08338 -5.58690
H: -5.63066 -0.66056 -4.01654
H: -4.01423 -1.97807 -2.71107
H: 1.30478 -2.58250 -1.33349
H: 3.58057 -2.89199 -2.22585
H: 4.00494 -2.62247 -4.65144
H: 2.12941 -2.11670 -6.17616
H: -0.13857 -1.81265 -5.29635
C: -2.45089 3.72711 -1.05792
C: -1.00981 3.21753 -1.09562
C: -0.20302 4.00878 -2.12355
C: -0.97389 1.70843 -1.41347
H: -2.49223 4.78829 -0.79661
H: -3.05056 3.17303 -0.32965
H: -2.91865 3.59700 -2.03773
H: -0.56820 3.41855 -0.11511
H: -0.68488 3.94907 -3.10481
H: 0.80968 3.61888 -2.21166
H: -0.14158 5.06400 -1.84448
H: -0.76629 1.57796 -2.48302
H: -1.96876 1.26573 -1.26618
Br: 2.49992 1.39184 -1.61315

E_LUMO: -0.5861 eV
HOMO: -6.490 eV
ΔE to the lowest compared entry with this formula, charge and spin: 1013.3 kJ/mol
energy: -154191.0898 eV



# 3
A molecular structure, C10H12GdN2O3S. Source: OMol25; level of theory: ωB97M-V/def2-TZVPD.

Geometry (Å):
O: 3.04359 -2.17951 0.21441
C: 3.78888 -1.12125 -0.53454
C: 3.70599 0.33165 0.20261
O: 2.74665 1.22344 -0.40284
C: 1.99136 1.99686 0.55234
O: 0.53100 1.90656 0.37567
C: 0.14305 0.70426 -0.30532
C: -1.43746 0.42338 -0.23746
C: -2.34158 0.83130 -1.45712
C: -3.88938 0.56321 -1.50574
C: -4.61070 -0.15896 -0.31210
N: -5.99356 -0.52192 -0.18693
S: -6.05063 -1.23917 1.37870
N: -4.43293 -1.20692 1.97310
C: -3.70626 -0.54940 0.92789
C: -2.16717 -0.26878 0.95260
H: 2.16656 -2.27995 -0.23520
H: 4.89886 -1.42459 -0.46825
H: 3.51213 -1.07453 -1.63740
H: 3.53616 0.10415 1.30664
H: 4.74812 0.80222 0.05750
H: 2.27798 3.10370 0.40422
H: 2.19369 1.75451 1.64750
H: 0.64428 -0.18974 0.23970
H: 0.40727 0.71301 -1.42922
H: -1.83054 1.34397 -2.34194
H: -4.48061 0.86582 -2.44200
H: -1.55496 -0.57837 1.85816
Gd: 2.16021 -3.87493 1.40501

multiplicity: 8
E_LUMO (spin up / spin down): -12.2763 / -12.7358 eV
HOMO (spin up / spin down): -18.062 / -17.774 eV
energy: -51318.9762 eV
total charge: +3



# 4
A molecular structure, C27H43BaN7O2SSe2Te2. Source: OMol25; level of theory: ωB97M-V/def2-TZVPD.

Geometry (Å):
Ba: -0.37544 -0.82881 -0.01588
Se: -2.03211 1.43970 3.75296
Te: -1.24779 -0.91385 3.59436
Te: 1.44747 -0.61186 3.06633
Se: 1.70579 -2.75729 1.79192
C: 5.20252 -2.98403 0.30866
N: 4.15479 -2.69835 -0.65418
C: 3.40450 -3.68746 -1.18464
C: 2.32753 -3.42523 -1.94941
C: 1.97452 -2.04477 -2.08560
N: 2.65999 -1.06612 -1.52331
C: 3.77941 -1.34727 -0.80308
O: 4.48747 -0.49757 -0.28023
N: 0.87188 -1.70521 -2.77767
H: 5.44056 -4.04569 0.26038
H: 4.84729 -2.73751 1.31084
H: 6.08526 -2.39075 0.08133
H: 3.71974 -4.69665 -0.95442
H: 1.71414 -4.21158 -2.36094
H: 0.22301 -2.42037 -3.06229
H: 0.57219 -0.72094 -2.79047
C: -5.67777 2.63617 2.63370
C: -5.81730 2.02207 1.24362
N: -4.57709 1.94845 0.49013
C: -4.07999 3.18458 -0.10497
C: -3.06066 3.93017 0.75333
C: -3.77375 0.84188 0.51113
C: -4.28541 -0.38132 1.21742
N: -2.62615 0.77176 -0.06418
H: -6.62068 2.54707 3.17985
H: -5.42274 3.69475 2.57382
H: -4.88700 2.13481 3.19588
H: -6.53025 2.60062 0.64674
H: -6.23431 1.02135 1.32927
H: -4.95124 3.81610 -0.29696
H: -3.64963 2.96382 -1.08594
H: -3.52582 4.37239 1.63444
H: -2.59251 4.72153 0.16560
H: -2.28500 3.25308 1.11275
H: -4.45882 -0.16979 2.27360
H: -3.53728 -1.16514 1.14269
H: -5.20811 -0.74298 0.75887
H: -2.36839 1.63861 -0.53080
C: 0.74308 2.39923 0.32863
C: 0.78957 3.24065 -0.95360
C: 2.09970 2.96785 -1.70067
C: -0.40951 3.11338 -1.87440
C: -1.11062 4.26743 -2.20065
C: -2.16850 4.26128 -3.09809
C: -2.50756 3.05469 -3.69451
C: -1.84224 1.86989 -3.40611
C: -2.24997 0.62179 -4.16667
C: -2.70342 -0.54234 -3.28841
C: -1.15271 0.19103 -5.14563
C: -0.77669 1.86712 -2.45807
O: -0.15698 0.76779 -2.11664
H: 1.29661 2.89602 1.12858
H: 1.23379 1.43622 0.17084
H: -0.27036 2.24209 0.70917
H: 0.80100 4.29015 -0.63990
H: 2.13741 1.92536 -2.02043
H: 2.95744 3.15433 -1.04781
H: 2.18999 3.61239 -2.57828
H: -0.80786 5.20107 -1.73437
H: -2.70856 5.17099 -3.33179
H: -3.32192 3.02346 -4.41364
H: -3.11606 0.91472 -4.77237
H: -1.87597 -0.97194 -2.73034
H: -3.13746 -1.34122 -3.89507
H: -3.44711 -0.22073 -2.55754
H: -0.21748 -0.00498 -4.62173
H: -0.96098 0.97712 -5.87986
H: -1.44472 -0.71817 -5.67901
S: -3.21253 -4.74867 -2.67579
C: -2.29519 -3.74514 -1.75264
N: -1.63895 -3.02051 -1.11041
C: 5.03359 0.97071 2.57010
C: 4.37216 1.94946 1.59810
C: 4.56956 3.34491 1.99354
N: 4.72855 4.43629 2.31864
H: 5.00622 -0.02193 2.12556
H: 4.50000 0.94950 3.51999
H: 6.07021 1.25427 2.75905
H: 3.30084 1.75333 1.53728
H: 4.76352 1.80835 0.59146

E_LUMO: 4.0146 eV
HOMO: -1.462 eV
ΔE to the lowest compared entry with this formula, charge and spin: 6.7 kJ/mol
energy: -200040.2836 eV
total charge: -2



# 5
A molecular structure, C45H61FN4O4S2SbSn. Source: OMol25; level of theory: ωB97M-V/def2-TZVPD.

Geometry (Å):
Sn: -0.21382 0.20979 0.55180
C: 3.97855 -3.92157 -0.64242
C: 5.04510 -3.49078 0.36430
C: 6.35503 -3.22890 -0.40026
C: 5.26845 -4.63567 1.36531
C: 4.64779 -2.23555 1.13570
C: 5.59201 -1.65555 2.00641
C: 5.31856 -0.54057 2.76449
C: 4.06189 0.04174 2.64467
S: 3.41512 1.43363 3.45211
C: 1.93251 1.22049 2.60045
N: 1.91464 0.21871 1.76537
C: 3.10651 -0.49128 1.77145
C: 3.39648 -1.64651 1.03473
C: 0.78238 2.09930 2.76546
C: 0.71073 3.06247 3.77522
C: -0.40146 3.87977 3.87979
C: -1.44806 3.76273 2.97633
C: -1.39333 2.80589 1.96528
C: -0.28136 1.99691 1.88174
H: 4.33568 -4.78933 -1.19639
H: 3.76762 -3.13058 -1.36381
H: 3.04921 -4.20864 -0.14715
H: 6.56715 -4.06763 -1.06362
H: 7.20248 -3.12763 0.27648
H: 6.28700 -2.32138 -1.00449
H: 5.61910 -5.52447 0.83900
H: 4.34394 -4.88615 1.88937
H: 6.01841 -4.37004 2.11024
H: 6.57078 -2.10561 2.09928
H: 6.05607 -0.13274 3.44295
H: 2.61525 -2.05973 0.40898
H: 1.52766 3.15584 4.48131
H: -0.45224 4.61132 4.67479
H: -2.31251 4.40880 3.05399
H: -2.19862 2.71031 1.24968
F: -2.27312 6.30851 -2.14762
C: -2.48895 5.13032 -2.76603
C: -2.10529 4.00580 -2.09931
C: -2.22660 2.74158 -2.68663
C: -1.80878 1.55465 -1.96010
O: -1.39593 1.66689 -0.77099
C: -1.91614 0.33337 -2.67602
C: -2.44498 0.32990 -3.93715
N: -2.86823 1.42352 -4.58994
C: -3.44600 1.28750 -5.91439
C: -2.81841 0.34739 -6.89581
C: -2.69109 1.82405 -7.09818
C: -2.76141 2.66498 -3.98284
C: -3.19537 3.82900 -4.62686
C: -3.07220 5.09104 -4.05668
N: -3.53929 6.22241 -4.72593
C: -3.52616 6.30885 -6.17668
C: -4.89756 6.78257 -6.67279
N: -5.47169 7.73927 -5.66436
C: -4.38719 8.50902 -4.98162
C: -3.59108 7.54646 -4.09442
C: -1.36081 -0.95674 -2.14170
O: -0.91198 -1.77540 -2.92846
O: -1.39910 -1.11226 -0.85171
H: -1.68128 4.09387 -1.10800
H: -2.54734 -0.61124 -4.45921
H: -4.52615 1.37170 -5.91299
H: -3.47831 -0.21068 -7.54367
H: -1.93303 -0.19732 -6.59772
H: -3.25596 2.28945 -7.89454
H: -1.72496 2.27558 -6.91338
H: -3.65291 3.72463 -5.59830
H: -3.29563 5.35043 -6.62890
H: -2.74595 7.00576 -6.50051
H: -5.59455 5.95540 -6.78740
H: -4.80068 7.29418 -7.62878
H: -5.97968 7.20971 -4.95429
H: -6.14109 8.36678 -6.11104
H: -4.82357 9.30034 -4.37681
H: -3.77450 8.97057 -5.75299
H: -4.08504 7.45854 -3.12902
H: -2.60178 7.97830 -3.92489
C: 1.77762 -0.21917 -3.65270
S: 2.13667 -0.44096 -1.90672
C: 3.61025 0.58610 -1.78637
O: 1.06901 0.42333 -1.21409
H: 1.50157 0.82110 -3.82006
H: 0.94726 -0.87997 -3.89533
H: 2.65927 -0.49347 -4.23060
H: 3.32261 1.61905 -1.97440
H: 4.35301 0.24654 -2.50692
H: 4.00296 0.47727 -0.77621
C: 0.34105 -1.56337 4.25578
C: -0.22420 -2.82438 3.62078
C: -1.28394 -3.49747 4.47914
Sb: -1.10864 -2.36602 1.63304
C: -0.91998 -4.18748 0.40477
C: -1.26199 -5.38635 1.27045
C: 0.48561 -4.22519 -0.17178
C: -3.22384 -1.95041 2.06526
C: -4.03836 -1.97905 0.78281
C: -3.33025 -0.62994 2.81297
H: 0.71148 -1.79876 5.25654
H: -0.41700 -0.78408 4.36721
H: 1.17495 -1.16570 3.67728
H: 0.58573 -3.51981 3.39277
H: -2.07961 -2.80271 4.75295
H: -0.81918 -3.84428 5.40538
H: -1.72583 -4.36942 3.99574
H: -1.65360 -4.03876 -0.38769
H: -0.53293 -5.52697 2.07045
H: -1.24246 -6.28260 0.64602
H: -2.25944 -5.31674 1.70747
H: 1.23633 -4.26910 0.62146
H: 0.67022 -3.35640 -0.80769
H: 0.60452 -5.11881 -0.78856
H: -3.50330 -2.78193 2.71603
H: -3.72070 -1.19008 0.10093
H: -5.09344 -1.82448 1.01986
H: -3.94956 -2.93649 0.26771
H: -3.01652 0.20537 2.17945
H: -2.73495 -0.62006 3.72755
H: -4.37010 -0.45513 3.09732

E_LUMO: -6.9832 eV
HOMO: -14.479 eV
ΔE to the lowest compared entry with this formula, charge and spin: 0.0 kJ/mol
energy: -98540.8851 eV
total charge: +3



# 6
A molecular structure, C21H30N2SiTl. Source: OMol25; level of theory: ωB97M-V/def2-TZVPD.

Geometry (Å):
C: -2.41714 0.13562 -0.72049
C: -1.41781 -0.83414 -0.98102
C: -1.65030 -1.95634 -0.14564
H: -0.64861 -0.76296 -1.74404
C: -2.83397 -1.70748 0.59823
C: -3.31095 -0.40114 0.24294
H: -4.23964 0.05521 0.59294
H: -2.51046 1.10070 -1.21346
H: -1.06096 -2.87135 -0.12654
H: -3.34474 -2.41025 1.26140
Tl: 0.21156 0.16812 3.28854
C: 3.29080 0.16328 0.58257
H: 2.73714 -0.28091 1.43224
H: 3.63661 1.18240 0.82738
H: 4.17348 -0.45528 0.34756
Si: 2.46429 0.04902 -1.17843
C: 2.64145 1.60187 -2.14973
C: 1.59945 1.89712 -3.05754
H: 1.07360 1.08606 -3.57263
C: 1.19579 3.22160 -3.25654
H: 0.31388 3.43789 -3.88254
C: 1.90465 4.27882 -2.67724
H: 1.57497 5.32205 -2.82300
C: 3.07134 3.98902 -1.94164
H: 3.67848 4.82316 -1.56502
C: 3.45122 2.66127 -1.69852
H: 4.36830 2.44830 -1.14255
C: 2.37786 -1.54141 -2.17887
C: 2.48091 -1.67182 -3.58699
H: 2.99298 -0.91798 -4.17747
C: 1.89730 -2.76427 -4.25335
H: 1.93074 -2.82439 -5.34290
C: 1.25542 -3.78922 -3.55959
H: 0.75875 -4.61504 -4.08475
C: 1.25933 -3.73746 -2.16153
H: 0.77447 -4.54280 -1.59806
C: 1.84901 -2.65999 -1.48374
H: 1.84289 -2.66643 -0.38864
H: 0.90119 0.41791 -0.60010
H: 0.84055 0.11666 -1.41423
N: -2.00135 1.47648 2.68322
C: -2.50032 1.80413 4.04290
C: -2.99168 0.62195 4.86581
C: -3.15354 -0.72894 4.16315
N: -1.82545 -1.41682 3.98336
H: -2.67843 0.97923 2.09592
H: -1.76581 2.32459 2.15449
H: -1.67275 2.27881 4.58092
H: -3.27543 2.58867 3.97923
H: -2.34073 0.48914 5.74088
H: -3.98105 0.88673 5.26494
H: -3.83760 -1.38637 4.73733
H: -3.62961 -0.60282 3.17902
H: -1.86604 -2.11562 3.23846
H: -1.59405 -1.94456 4.82333

E_LUMO: -3.5196 eV
HOMO: -8.879 eV
energy: -37804.7784 eV
total charge: +1



# 7
A gas-phase ion, C6H9F3NO (charge +1). Source: OMol25; level of theory: ωB97M-V/def2-TZVPD.

Geometry (Å):
C: -0.74722 -0.39861 -1.13971
C: -0.83731 1.10625 1.16706
C: -2.14788 0.66071 0.45176
C: 2.09822 -1.07496 0.67307
C: 1.44421 0.25456 1.17988
C: -0.44928 -0.76380 -2.61387
N: 0.09180 0.02921 1.21078
O: -1.80952 0.27930 -0.83745
F: 0.51044 -1.64476 -2.63752
F: -1.49538 -1.17845 -3.30167
F: -0.00062 0.36814 -3.23318
H: -0.55593 1.96531 0.59532
H: -0.99232 1.44821 2.23592
H: -2.47080 -0.18681 1.08261
H: -2.84041 1.39991 0.50604
H: 3.20983 -0.88575 0.95636
H: 1.60461 -1.79044 1.25383
H: 1.69333 -1.09943 -0.37828
H: 1.86361 1.19980 0.69710
H: 1.83062 0.31160 2.13195

E_LUMO (spin up / spin down): -6.5711 / -7.2182 eV
HOMO (spin up / spin down): -14.868 / -14.500 eV
ΔE to the lowest compared entry with this formula, charge and spin: 546.2 kJ/mol
energy: -18044.4133 eV
total charge: +1



Strongest force on any atom (computed, hartree/bohr): 0.0470 0.1950 0.1068 0.0030 0.0359 0.0582 0.1145